Below is a 11-piece molecular cluster, C5H33N2O11 overall at a distorted geometry, with properties calculated with ωB97M-V/def2-TZVPD.

E = -31215.4839 eV
<S²> = 0.753
LUMO level (alpha / beta) = -0.17 / -0.30 eV
2S+1 = 2
Energy relative to the best compared isomer or geometry (same formula, charge and spin) = 5.019 eV
Charge = 0

Each line ends with the Löwdin spin population.
Element x y z (Å)
O 0.25 3.62 0.57  0.005
O -2.25 2.55 0.72  0.010
O -1.85 -2.53 2.89  0.004
O 1.40 2.12 -1.49  0.009
O -2.76 1.95 -2.28  0.009
O 3.99 -0.58 0.73  0.232
O 0.93 0.76 0.71  0.004
O 2.41 -1.84 -3.12  0.052
O -0.74 1.48 2.91  0.005
O 2.11 4.23 2.19  0.005
O -3.85 -2.05 1.48  0.011
N 1.50 -2.18 -0.41  0.034
N -0.34 -0.24 -1.63  0.012
C -0.85 -0.66 -2.95  0.028
C 2.17 -2.24 0.90  0.063
C 3.63 -1.80 0.70  0.248
C 0.06 -2.39 -0.07  0.039
C -0.83 -1.30 -0.55  0.026
H -4.80 -2.13 1.42  0.002
H -0.61 0.73 -1.33  0.005
H -0.61 2.35 2.56  0.001
H 1.71 -2.88 -1.13  0.021
H -0.24 -2.48 1.00  0.003
H 1.43 2.66 -0.66  0.002
H -0.68 -0.02 -3.84  0.003
H -2.53 2.42 -1.47  0.002
H -2.90 -2.50 2.85  0.002
H -1.78 1.78 0.96  0.004
H 3.44 -1.89 -3.11  0.019
H 2.74 4.17 1.46  0.002
H 1.21 1.48 1.22  0.002
H 0.73 -0.22 -1.48  0.005
H 2.24 -2.67 -3.69  0.015
H 1.74 0.45 0.24  0.000
H -0.73 3.71 0.53  0.002
H -0.31 0.83 2.22  0.002
H 2.31 -3.15 1.43  0.016
H -1.14 -0.64 0.46  0.005
H -3.02 2.58 1.21  0.003
H 4.28 -2.61 0.54  0.045
H -3.65 1.83 -2.42  0.003
H 1.63 -1.42 1.25  0.003
H 0.61 4.19 1.18  0.001
H -2.01 -0.37 -3.10  0.003
H -1.60 -3.37 3.19  0.001
H 1.27 2.93 -2.15  0.002
H -0.63 -1.70 -3.23  0.009
H -1.82 -1.85 -0.67  0.005
H 2.52 3.68 2.87  0.002
H -3.46 -1.53 0.72  0.005
H -0.37 -3.25 -0.35  0.008

---

Below is a 11-piece molecular cluster, C5H33N2O11 overall at a distorted geometry, with properties calculated with ωB97M-V/def2-TZVPD.

E = -31218.5450 eV
LUMO level = -2.29 eV
Energy relative to the best compared isomer or geometry (same formula, charge and spin) = 1.501 eV
Charge = +1

Each line ends with the Löwdin charge.
Element x y z (Å)
O 3.88 -2.07 -0.76  -0.005
O 0.02 -2.62 1.11  -0.036
O 2.38 3.16 -0.51  -0.092
O -1.73 3.70 1.59  -0.056
O 1.61 -3.40 -0.91  -0.057
O -1.45 -1.20 2.98  -0.119
O -2.13 -1.23 -1.33  -0.016
O -2.66 1.09 1.55  -0.074
O -0.27 3.43 -0.55  -0.060
O -0.84 -3.68 -1.98  -0.031
O -4.24 -0.02 -0.19  -0.053
N 3.12 0.55 0.34  0.134
N -1.59 1.01 -1.26  0.182
C 1.36 0.17 -1.10  -0.152
C -1.28 -0.31 -1.45  -0.419
C 1.74 -0.09 0.36  -0.324
C 0.90 0.74 1.37  -0.021
C 0.20 -0.66 -1.77  -0.063
H -1.17 -4.32 -2.60  0.064
H -1.62 -3.38 -1.50  0.052
H 0.54 0.15 2.24  0.074
H -3.07 0.98 0.62  0.049
H -3.84 -0.71 -0.74  0.031
H -0.47 -3.37 0.83  0.039
H 1.40 1.58 1.86  0.095
H -0.95 1.84 -1.22  0.088
H 0.83 -3.53 -1.42  -0.018
H 3.61 0.32 1.32  0.229
H -1.47 4.02 2.42  0.034
H -2.54 1.20 -1.01  0.075
H 1.23 1.33 -1.21  0.119
H -2.20 2.77 1.64  0.071
H 2.14 -0.07 -1.92  0.148
H 2.79 4.03 -0.41  0.070
H 2.82 1.50 0.05  0.078
H 0.34 -1.66 -1.34  0.071
H -0.03 0.96 0.87  0.046
H 1.39 3.26 -0.67  0.016
H 4.47 -2.54 -1.24  -0.006
H -0.54 -2.30 1.84  0.028
H 3.03 -2.50 -0.84  -0.020
H -0.75 3.52 0.30  0.018
H 0.44 -0.60 -2.80  0.114
H 1.79 -1.17 0.70  0.139
H -1.64 -0.82 3.90  0.107
H -5.13 -0.38 -0.23  0.078
H -0.35 4.21 -1.07  0.072
H 1.20 -3.28 -0.02  0.028
H 3.76 0.01 -0.38  0.171
H -3.32 0.82 2.14  0.049
H -1.69 -0.41 2.36  0.049

---

Below is a 11-piece molecular cluster, C5H33NO10S overall at a distorted geometry, with properties calculated with ωB97M-V/def2-TZVPD.

E = -38517.6477 eV
LUMO level = 0.10 eV
Energy relative to the best compared isomer or geometry (same formula, charge and spin) = 3.448 eV
Charge = 0

Each line ends with the Löwdin charge.
Element x y z (Å)
S 0.79 -2.12 3.29  0.667
O -1.30 3.94 -1.26  0.039
O 1.81 -4.14 -0.46  -0.102
O -2.62 2.63 1.32  -0.063
O 3.25 1.48 1.38  -0.098
O -3.43 1.35 -1.75  -0.030
O 1.57 3.36 0.66  -0.045
O 1.18 1.88 3.04  -0.056
O -2.91 -1.31 -2.49  -0.147
O -0.53 -2.27 -2.94  -0.044
O -0.50 0.50 -3.58  -0.061
N 0.59 -1.68 -0.17  -0.030
C 1.87 0.29 -1.29  -0.073
C -0.07 -0.77 0.76  -0.500
C -1.27 -0.08 0.14  -0.068
C -0.53 -1.53 2.02  -0.495
C 1.90 -1.09 -0.59  -0.240
H 0.03 1.19 -4.01  0.058
H -0.42 -3.20 -2.99  0.044
H -2.87 2.06 -1.87  -0.024
H -2.60 -0.34 -2.36  0.043
H -1.99 1.85 1.32  0.011
H -3.65 1.54 -0.80  0.071
H 1.37 -3.04 2.52  -0.189
H 3.36 0.39 1.20  0.147
H 0.81 1.07 2.65  0.009
H 2.50 -0.96 0.38  0.102
H -1.30 -2.36 1.74  0.097
H 0.63 0.03 1.13  0.102
H 2.67 0.58 -2.01  0.097
H 2.32 -1.83 -1.29  0.106
H -0.88 0.67 -0.60  0.091
H 0.05 -2.03 -0.87  0.038
H -1.90 -0.84 -0.52  0.084
H 2.55 1.28 1.96  -0.061
H 1.14 -3.78 0.19  0.032
H 2.08 3.97 1.16  0.048
H -2.08 0.11 1.05  0.128
H -1.33 -0.98 2.82  0.122
H -1.45 -2.07 -2.76  -0.027
H 2.44 -3.39 -0.40  0.007
H -3.32 -1.44 -1.51  0.129
H -0.55 3.46 -1.04  -0.007
H -0.44 -0.43 -3.77  0.001
H 1.83 1.00 -0.48  0.018
H -1.27 4.14 -2.13  -0.010
H 2.22 2.69 0.48  -0.024
H -2.02 3.28 0.99  -0.001
H 1.00 0.14 -1.97  0.056
H 0.73 2.60 2.56  0.048